ORCA calculation (ωB97M-V with the def2-TZVPD basis set) on C4H4O5 as an isolated structure in a non-equilibrium geometry.

Geometry as XYZ:
```
13
Properties=species:S:1:pos:R:3:forces:R:3:lowdin_charge:R:1
C 0.4236 -1.6276 -0.0144 1.1 1.7 1.0 -0.04
C 0.9464 -0.3916 0.0135 -3.6 1.2 -0.1 -0.15
C -1.5762 -0.4888 0.0431 -0.1 1.7 -0.1 -0.42
C -0.5973 0.7238 0.0235 3.4 -2.3 0.0 -0.36
O -2.7577 -0.3930 -0.0265 -0.5 0.1 0.1 0.18
O -0.9653 -1.6551 0.1056 0.1 -1.3 -0.2 0.07
O 2.1502 0.1988 -0.0039 -0.3 0.2 -0.1 0.06
O -0.6009 1.4778 -1.1441 -0.3 -0.3 0.5 0.09
O -0.7010 1.4939 1.1339 -0.8 -1.2 0.5 0.11
H 0.8802 -2.5878 0.1581 0.0 -0.1 -0.3 0.12
H 2.8773 -0.3792 0.2327 0.1 -0.4 0.1 0.12
H 0.2423 1.2723 -1.5410 0.3 0.2 -0.6 0.10
H -0.3215 2.3565 1.0195 0.4 0.6 -0.5 0.12
```
Positions in Å, forces in eV/Å.

Properties
**Calculated total energy**: -14447.73802 eV
**F_max**: 0.0793 Eh/bohr
**Charge**: 0
**Frontier orbital gap**: 9.4 eV
**Molar mass**: 132.07 g/mol
**E_HOMO**: -9.1875 eV